# C23H41N2P3STl

A structure of composition C23H41N2P3STl in a non-equilibrium geometry (ωB97M-V with the def2-TZVPD basis set, the Open Molecules 2025 dataset).

Each line ends with the Mulliken charge.
Positions of all 71 atoms, in Å:
Tl (0.598, 0.581, 0.221)  0.7821
P (0.542, -2.994, -0.308)  0.8211
P (0.825, 0.188, -2.577)  0.9734
P (-0.744, -0.792, 2.620)  0.8700
H (-4.825, 6.415, -1.797)  0.4240
C (-4.644, 6.587, -0.726)  -0.5831
C (-3.565, 7.266, -0.314)  -0.4532
H (-2.847, 7.656, -1.046)  0.3118
C (-0.990, -3.848, -0.894)  -1.3952
C (1.711, -3.741, -1.510)  -1.2235
C (0.939, -4.097, 1.109)  -1.1710
C (0.815, 1.991, -2.903)  -1.2697
C (2.297, -0.411, -3.503)  -1.2930
C (-0.611, -0.405, -3.556)  -1.2705
C (-1.391, 0.702, 3.475)  -1.2392
C (0.134, -1.592, 4.030)  -1.3202
C (-2.230, -1.862, 2.521)  -1.2260
H (-5.450, 6.265, -0.055)  0.2835
H (-3.397, 7.544, 0.730)  0.2852
H (-0.735, -4.909, -0.938)  0.4429
H (-1.283, -3.483, -1.882)  0.3408
H (-1.810, -3.677, -0.195)  0.3389
H (1.545, -4.829, -1.482)  0.5143
H (2.762, -3.534, -1.261)  0.2656
H (1.526, -3.385, -2.535)  0.3465
H (0.914, -5.132, 0.736)  0.5442
H (0.232, -4.011, 1.948)  0.3022
H (1.948, -3.879, 1.485)  0.1910
H (1.244, 2.210, -3.892)  0.4720
H (1.441, 2.484, -2.140)  0.4194
H (-0.193, 2.431, -2.833)  0.2893
H (2.050, -0.737, -4.522)  0.4418
H (2.737, -1.260, -2.962)  0.2118
H (3.048, 0.386, -3.559)  0.4874
H (-0.549, 0.004, -4.575)  0.4750
H (-1.544, -0.069, -3.076)  0.3154
H (-0.624, -1.505, -3.602)  0.3602
H (-1.849, 0.399, 4.424)  0.4625
H (-2.121, 1.251, 2.865)  0.3271
H (-0.561, 1.397, 3.677)  0.3448
H (-0.569, -1.905, 4.812)  0.4925
H (0.847, -0.872, 4.447)  0.4702
H (0.682, -2.467, 3.662)  0.3018
H (-2.760, -1.808, 3.484)  0.4985
H (-1.981, -2.911, 2.293)  0.3316
H (-2.865, -1.476, 1.710)  0.3371
C (-1.358, 3.259, 0.288)  0.6567
C (-2.372, 2.289, 0.098)  0.1109
C (-3.478, 2.581, -0.684)  -1.1617
C (-3.577, 3.823, -1.336)  -0.6467
C (-2.484, 4.711, -1.324)  -0.6457
C (-1.379, 4.435, -0.526)  -0.7227
S (-0.128, 3.019, 1.443)  -0.1065
H (-0.952, -0.496, -0.152)  0.0158
H (-2.299, 1.320, 0.587)  0.4534
H (-4.271, 1.833, -0.784)  0.4754
H (-4.517, 4.096, -1.821)  0.4644
H (-2.534, 5.678, -1.840)  0.9645
H (-0.551, 5.146, -0.470)  0.4931
N (6.376, -4.844, 1.760)  -0.3192
C (5.673, -3.917, 1.588)  -0.3765
C (4.779, -2.796, 1.369)  0.9224
C (4.011, -2.289, 2.418)  -0.4728
C (3.119, -1.254, 2.135)  -0.6532
N (2.980, -0.730, 0.914)  -0.1370
C (3.801, -1.139, -0.053)  -0.5572
C (4.707, -2.181, 0.115)  -0.5213
H (4.078, -2.725, 3.415)  0.4825
H (2.555, -0.832, 2.966)  0.5916
H (3.805, -0.608, -1.006)  0.5337
H (5.318, -2.548, -0.707)  0.5246

- gap between HOMO and LUMO (alpha / beta) (eV) = 4.28 / 3.97
- charge = +3
- HOMO (alpha / beta) (Ha) = -0.605 / -0.603

# C23H42AuN4NbO

A structure of composition C23H42AuN4NbO in a non-equilibrium geometry (ωB97M-V with the def2-TZVPD basis set, the Open Molecules 2025 dataset).

Each line ends with the Mulliken charge.
Positions of all 72 atoms, in Å:
N (-1.987, -0.508, -0.064)  -0.7383
C (-2.966, -1.268, -0.280)  1.0071
O (-3.858, -2.019, -0.444)  -0.4026
Au (0.043, 2.650, 0.574)  0.5648
Nb (-0.102, 0.049, 0.242)  0.4264
N (0.256, 1.744, -1.131)  0.9285
N (0.547, -1.369, -0.976)  0.8021
C (-0.591, 2.380, -2.194)  0.9745
C (0.278, -2.381, -2.011)  0.6851
C (-0.327, 3.893, -2.173)  -1.6167
C (-0.237, 1.823, -3.568)  -1.4244
C (-2.059, 2.122, -1.883)  -1.5415
C (-0.179, -3.680, -1.350)  -1.4615
C (1.537, -2.635, -2.839)  -1.6942
C (-0.836, -1.891, -2.923)  -1.3326
H (-0.468, 4.290, -1.156)  0.3375
H (-1.036, 4.390, -2.849)  0.4738
H (0.694, 4.114, -2.498)  0.3829
H (0.762, 2.139, -3.890)  0.4891
H (-0.956, 2.224, -4.295)  0.5064
H (-0.309, 0.731, -3.593)  0.2316
H (-2.282, 1.051, -1.794)  0.1154
H (-2.667, 2.532, -2.706)  0.5539
H (-2.366, 2.616, -0.951)  0.3314
H (0.590, -4.076, -0.676)  0.3155
H (-0.375, -4.426, -2.133)  0.5340
H (-1.110, -3.527, -0.787)  0.2168
H (2.319, -3.122, -2.245)  0.3969
H (1.924, -1.699, -3.259)  0.3405
H (1.282, -3.303, -3.672)  0.4374
H (-1.013, -2.664, -3.687)  0.5285
H (-0.543, -0.972, -3.439)  0.0589
H (-1.772, -1.723, -2.382)  0.1684
C (1.711, 1.733, -1.485)  -1.0905
H (2.284, 1.129, -0.765)  0.1836
H (1.875, 1.297, -2.479)  0.3519
H (2.109, 2.762, -1.475)  0.3807
C (1.871, -1.438, -0.258)  -1.4183
H (1.867, -0.788, 0.667)  0.6100
H (2.082, -2.469, 0.072)  0.6034
H (2.694, -1.095, -0.907)  0.4397
C (1.064, 2.018, 6.818)  -1.7001
C (0.841, 2.110, 5.339)  0.3648
C (0.618, 3.370, 4.745)  -0.8767
C (0.530, 3.521, 3.380)  0.5764
C (0.320, 4.851, 2.760)  -1.5781
C (0.781, 2.352, 2.527)  -0.6438
C (0.586, 1.025, 3.155)  1.2412
C (0.823, 0.965, 4.539)  -0.9591
N (0.229, -0.066, 2.370)  0.2301
C (0.072, -1.400, 3.029)  1.0361
C (1.444, -1.888, 3.523)  -1.5160
C (-1.003, -1.340, 4.123)  -1.5522
C (-0.433, -2.443, 2.042)  -1.6716
H (1.900, 2.659, 7.129)  0.4207
H (0.178, 2.350, 7.375)  0.3872
H (1.293, 0.991, 7.121)  0.3821
H (0.547, 4.242, 5.398)  0.4919
H (-0.302, 5.486, 3.401)  0.4535
H (1.271, 5.380, 2.597)  0.3395
H (-0.169, 4.736, 1.780)  0.2105
H (1.833, 2.416, 2.138)  0.6585
H (0.957, 0.015, 5.060)  0.5484
H (2.024, -1.126, 4.049)  0.3398
H (1.287, -2.741, 4.196)  0.4759
H (2.055, -2.221, 2.671)  0.3388
H (-1.979, -1.111, 3.677)  0.3417
H (-1.055, -2.327, 4.604)  0.4881
H (-0.820, -0.605, 4.906)  0.4588
H (-1.376, -2.154, 1.565)  0.1473
H (0.319, -2.704, 1.286)  0.2739
H (-0.622, -3.368, 2.608)  0.6363

- energy above the lowest of the compared OMol25 structures with the same formula, charge and spin (eV) = 0.0000
- gap between HOMO and LUMO (eV) = 6.28
- charge = +2
- HOMO (Ha) = -0.524

# C23H42BBr2ClF3InN3O7P3S

A structure of composition C23H42BBr2ClF3InN3O7P3S in a non-equilibrium geometry (ωB97M-V with the def2-TZVPD basis set, the Open Molecules 2025 dataset).

Each line ends with the Mulliken charge.
Positions of all 87 atoms, in Å:
C (-4.265, 1.445, 1.824)  -1.5557
C (-3.294, 0.253, 1.627)  -1.3144
C (-2.630, 0.100, 0.204)  0.5294
C (-3.826, 0.294, -0.740)  -1.5542
C (-3.718, -0.311, -2.142)  -0.8689
C (-4.721, 0.319, -3.087)  0.0239
F (-4.511, 1.650, -3.146)  -0.2483
Br (-6.555, 0.092, -2.490)  -0.0401
C (-4.579, -0.260, -4.535)  0.5200
F (-5.365, -1.303, -4.732)  -0.2103
F (-3.319, -0.645, -4.762)  -0.1681
Br (-5.012, 1.091, -5.884)  -0.1048
O (-2.185, -1.265, 0.287)  -0.5163
P (-0.484, -1.540, 0.264)  0.1944
C (-0.240, -1.145, 2.138)  -0.9966
C (0.846, -1.954, 2.857)  -1.0098
C (2.135, -1.180, 3.232)  0.2946
C (3.359, -2.123, 3.164)  -1.0039
C (4.404, -1.778, 2.126)  -0.1050
N (4.990, -0.449, 2.330)  -0.5943
C (-0.938, -3.372, 0.719)  -0.8568
C (-0.101, -4.537, 0.233)  0.2131
O (-0.504, -5.307, -0.605)  -0.4418
Cl (1.504, -4.925, 0.952)  -0.0718
P (-0.955, -2.176, -1.927)  0.4054
O (-0.555, -1.144, -2.887)  -0.6140
P (1.720, -1.813, -0.156)  0.7145
C (2.613, -0.259, -0.408)  -0.4310
C (2.141, -2.732, -1.651)  -1.4928
O (-0.240, 0.093, -0.124)  0.0619
C (-1.343, 1.000, -0.031)  1.0201
C (-1.281, 2.141, 1.001)  -1.8148
C (-0.135, 3.169, 0.961)  -1.0643
C (1.260, 2.613, 1.343)  0.7647
C (2.447, 3.254, 0.632)  -1.3318
S (2.270, 3.462, -1.159)  -0.2108
C (3.798, 2.957, -1.842)  0.5633
N (4.967, 3.395, -1.691)  -0.2939
N (5.764, 2.624, -2.529)  -0.4240
C (5.015, 1.812, -3.117)  -0.0267
O (3.708, 1.942, -2.724)  -0.1470
B (-1.250, 1.747, -1.477)  1.2411
O (-0.169, 1.601, -2.261)  -0.9614
O (-2.231, 2.587, -1.939)  -0.7116
H (-4.184, 2.252, 1.104)  0.3702
H (-5.283, 1.079, 1.744)  0.3724
H (-4.196, 1.841, 2.832)  0.3778
H (-3.870, -0.655, 1.742)  0.7452
H (-2.551, 0.313, 2.414)  0.2373
H (-4.658, -0.219, -0.275)  1.1757
H (-4.070, 1.336, -0.869)  0.3834
H (-2.748, -0.205, -2.629)  0.1581
H (-3.986, -1.365, -2.131)  0.8279
H (-1.184, -1.449, 2.568)  0.6979
H (-0.031, -0.096, 2.300)  0.0122
H (0.412, -2.214, 3.824)  0.4462
H (1.083, -2.914, 2.403)  0.0272
H (2.242, -0.261, 2.652)  -0.4139
H (2.050, -0.871, 4.267)  0.6337
H (3.866, -2.098, 4.125)  0.4555
H (3.081, -3.163, 3.024)  0.4121
H (4.061, -1.949, 1.086)  -0.0488
H (5.226, -2.477, 2.262)  0.5265
H (5.695, -0.335, 1.612)  0.3324
H (4.288, 0.268, 2.181)  0.1602
H (-1.921, -3.527, 0.289)  0.9242
H (-1.107, -3.506, 1.784)  0.6330
H (-2.321, -2.484, -1.892)  0.1976
H (-0.311, -3.393, -2.229)  0.3671
H (2.097, 0.407, -1.100)  0.3181
H (2.917, 0.223, 0.512)  -0.2269
H (3.535, -0.540, -0.920)  0.7000
H (1.815, -2.164, -2.529)  0.5687
H (1.801, -3.759, -1.691)  0.3959
H (3.230, -2.755, -1.714)  0.4631
H (-2.203, 2.704, 0.868)  0.4368
H (-1.317, 1.802, 2.036)  0.5598
H (-0.112, 3.839, 0.100)  1.1595
H (-0.383, 3.867, 1.826)  -0.1812
H (1.192, 1.534, 1.243)  -1.2084
H (1.426, 2.803, 2.405)  0.8349
H (3.349, 2.677, 0.817)  0.4911
H (2.634, 4.228, 1.078)  0.6012
H (5.233, 1.054, -3.841)  0.4463
H (0.064, 2.417, -2.714)  0.2500
H (-2.779, 2.945, -1.237)  0.3402
In (-0.622, 5.386, 2.825)  0.6784

- gap between HOMO and LUMO (eV) = 5.29
- charge = +2
- HOMO (Ha) = -0.520

Question: What is the charge in the third record?
Answer: +2

Question: Among the records above, which one has the highest charge?
Answer: C23H41N2P3STl